Entry 1:
Formula: C11H16N3
Source: the Open Molecules 2025 dataset
Level of theory: ωB97M-V/def2-TZVPD

Geometry (Å):
H -0.59714 -3.05924 1.88213
N -0.46371 -2.41005 0.98818
C 0.22580 -2.82312 0.02715
C 0.69006 -1.89344 -0.94213
C 0.23698 -0.46915 -0.64675
C 1.31261 0.69210 -0.50715
C 2.71517 0.41091 -0.74874
C 0.89506 2.07686 -0.25830
C 1.69396 3.06107 0.04845
N -1.10516 -0.21262 -0.43890
C -2.19185 -0.35918 -1.27299
C -3.29137 0.02113 -0.52326
C -2.85819 0.35381 0.79326
N -1.55620 0.16809 0.80866
C -0.67324 0.40568 1.88077
H 0.57624 -3.83586 -0.20978
H 1.74329 -1.95555 -0.71057
H 0.52428 -2.20035 -2.01122
H 2.97996 -0.28581 -1.50459
H 3.31441 0.13109 0.20141
H 3.19920 1.33190 -1.03207
H -0.14570 2.32864 -0.59570
H 1.33010 4.15537 -0.00620
H 2.68842 2.94338 0.21860
H -2.13936 -0.61958 -2.30147
H -4.21234 0.22672 -1.15037
H -3.61777 0.54029 1.53136
H -0.09786 1.36906 1.96074
H -1.26254 0.28871 2.75782
H 0.08688 -0.38087 1.76165

Force components x, y, z for each atom (eV/Å):
0.243 1.082 -2.968
-0.391 -1.478 3.672
-1.025 -2.295 0.653
0.047 2.337 -2.034
6.338 4.292 -0.108
-5.812 -4.641 -0.648
2.320 0.217 2.091
-2.304 -1.147 -1.517
-2.164 3.568 -0.521
-1.498 0.371 0.113
0.609 1.113 2.764
-0.719 0.458 -1.843
-1.773 -1.092 -3.159
-0.349 0.959 -1.227
2.395 -0.020 0.832
-0.151 -0.216 0.736
0.716 0.304 -0.632
0.222 0.125 0.910
-0.212 -0.862 -0.576
-1.108 0.143 -1.205
0.159 0.325 -0.271
0.846 -0.375 0.716
0.531 -2.010 0.347
2.748 -0.361 0.695
0.398 -0.186 -0.461
0.703 -0.498 1.866
0.869 0.482 0.874
-1.116 -0.580 -0.717
-0.208 -0.252 0.883
-0.314 0.236 0.736

## Properties
Gap between HOMO and LUMO (eV): 8.11
Energy above the lowest of the compared OMol25 structures with the same formula, charge and spin (eV): 4.650
LUMO level (eV): -3.77
SMILES: [H]/N=C/C/C(=C(\C)C=C)[n+]1cccn1C
Total charge: +1
HOMO (hartree): -0.4368
Maximum force (Eh/bohr): 0.1489
2S+1: 1

---

Entry 2:
Formula: C52H137N11O15
Source: the Open Molecules 2025 dataset
Level of theory: ωB97M-V/def2-TZVPD

Geometry (Å):
C 7.71936 -4.09865 -23.91708
O 8.33386 -2.88358 -24.38465
C 9.65773 -2.85069 -23.88011
C 10.43306 -1.74026 -24.62907
C 10.65753 -2.10899 -26.09303
N 11.74592 -1.46865 -24.04099
H 6.79304 -4.29778 -24.45595
H 7.50074 -4.02335 -22.85188
H 8.25961 -5.01424 -24.15776
H 9.62416 -2.68360 -22.80351
H 10.14280 -3.81396 -24.03796
H 9.81185 -0.84603 -24.57863
H 11.35029 -2.93612 -26.24806
H 11.17515 -1.32833 -26.65047
H 9.67910 -2.34296 -26.51260
H 12.21408 -0.77813 -24.61031
H 11.62076 -1.06035 -23.12572
C 21.29666 -4.48031 -22.68228
O 20.07501 -4.62255 -23.37131
C 19.12178 -5.44750 -22.77870
C 17.84082 -4.66279 -22.30011
C 18.25296 -3.32682 -21.60160
N 17.28428 -5.48259 -21.21226
H 21.96562 -5.31112 -22.90664
H 21.24444 -4.27126 -21.61379
H 21.81087 -3.59361 -23.05300
H 18.82093 -6.15390 -23.55239
H 19.53639 -6.04149 -21.96422
H 17.10656 -4.47817 -23.08425
H 18.71122 -2.64861 -22.32141
H 19.01557 -3.53030 -20.84986
H 17.46171 -2.78628 -21.08212
H 16.95283 -6.37830 -21.54083
H 16.45686 -5.08111 -20.79478
C 8.90193 -6.12003 -18.03834
O 8.76524 -4.91952 -18.74569
C 8.79917 -3.83946 -17.85266
C 9.07518 -2.46251 -18.63780
C 8.19443 -2.21513 -19.86888
N 10.44535 -2.35466 -19.02545
H 8.94203 -7.01034 -18.66590
H 8.01697 -6.35298 -17.44616
H 9.77458 -6.29207 -17.40827
H 7.88019 -3.77024 -17.27061
H 9.57214 -3.93839 -17.09054
H 8.88379 -1.63822 -17.95076
H 7.13627 -2.25248 -19.61000
H 8.22405 -2.98496 -20.63997
H 8.25845 -1.22075 -20.31070
H 10.75590 -3.14341 -19.57456
H 11.01774 -2.39082 -18.19409
C 9.14705 3.82851 -22.38591
O 9.71181 2.78753 -21.57669
C 9.94254 1.52953 -22.12828
C 10.64783 0.70034 -21.02378
C 11.99136 1.21386 -20.60185
N 10.92571 -0.67695 -21.37897
H 9.90446 4.41968 -22.90065
H 8.68648 4.49456 -21.65629
H 8.43527 3.47625 -23.13250
H 8.96838 1.08651 -22.33530
H 10.45945 1.54398 -23.08781
H 10.10162 0.71834 -20.08069
H 12.48033 0.53318 -19.90495
H 12.01344 2.17049 -20.07985
H 12.65835 1.33448 -21.45548
H 11.55529 -1.07481 -20.69674
H 10.09644 -1.22915 -21.21320
C 14.61868 -4.22987 -25.05511
O 15.22276 -4.37668 -26.35686
C 16.60008 -4.65331 -26.32353
C 17.13991 -4.71582 -27.76970
C 16.38115 -5.59443 -28.75587
N 18.51516 -5.18591 -27.85834
H 15.27921 -4.32929 -24.19376
H 13.81743 -4.94667 -24.87537
H 14.14430 -3.24885 -25.02947
H 17.13336 -3.90493 -25.73732
H 16.81298 -5.64694 -25.92923
H 17.21423 -3.67626 -28.08890
H 16.29639 -6.62568 -28.41317
H 16.75536 -5.56615 -29.77923
H 15.36850 -5.19229 -28.78628
H 18.45876 -6.18455 -27.71816
H 18.80140 -5.20579 -28.82673
C 10.97063 -5.33143 -21.20258
O 11.86320 -4.40476 -20.59528
C 12.79939 -3.81291 -21.44293
C 13.83199 -2.95131 -20.64847
C 14.57896 -1.84260 -21.49643
N 14.84484 -3.84059 -20.05589
H 10.75838 -5.01633 -22.22423
H 10.02634 -5.48616 -20.68060
H 11.43175 -6.31314 -21.31077
H 13.23048 -4.58952 -22.07470
H 12.14247 -3.22335 -22.08244
H 13.31074 -2.41873 -19.85301
H 15.20467 -2.25258 -22.28921
H 15.16757 -1.23715 -20.80717
H 13.85115 -1.15016 -21.91941
H 14.54743 -4.33040 -19.22419
H 15.55370 -3.22729 -19.67976
C 17.43031 -0.88287 -23.98732
O 16.66190 0.05593 -24.68836
C 15.29389 -0.30477 -24.91386
C 14.57803 0.77808 -25.77028
C 14.41759 2.14864 -25.02790
N 13.24736 0.31827 -26.01371
H 17.10721 -1.10511 -22.97031
H 18.38389 -0.39180 -23.79337
H 17.65129 -1.75609 -24.60111
H 15.27533 -1.29029 -25.37917
H 14.75216 -0.38023 -23.97103
H 15.05688 0.91106 -26.74040
H 15.37521 2.62543 -24.81877
H 13.92643 2.00094 -24.06610
H 13.82459 2.82881 -25.63930
H 12.82217 1.13021 -26.43805
H 13.37453 -0.37618 -26.73598
C 13.11202 2.13513 -15.83608
O 14.18541 1.64478 -16.70177
C 15.41218 2.21274 -16.40525
C 16.56727 1.71413 -17.26745
N 16.96245 0.31850 -17.01279
C 17.82983 -0.21963 -18.13226
C 18.21618 -1.63929 -17.85644
O 17.17068 -2.54846 -18.02292
C 17.52496 -3.87259 -17.66110
H 13.10108 1.68070 -14.84539
H 12.15697 2.03557 -16.35189
H 13.16877 3.21803 -15.72557
H 15.68828 2.06790 -15.36079
H 15.37901 3.29766 -16.50498
H 17.46041 2.31376 -17.09183
H 16.18024 1.91468 -18.26650
H 16.06852 -0.08819 -17.24854
H 18.71496 0.41109 -18.21486
H 17.30505 -0.22818 -19.08758
H 18.58129 -1.81313 -16.84422
H 19.07460 -1.92507 -18.46435
H 17.86313 -3.99096 -16.63166
H 18.32449 -4.26711 -18.28816
H 16.63768 -4.46732 -17.87818
C 14.81363 -9.48132 -19.29691
O 14.56237 -8.90287 -18.02642
C 14.64261 -7.46728 -17.79776
C 13.31314 -6.73940 -18.23663
N 13.37509 -5.32856 -17.85961
C 13.05841 -5.01128 -16.48562
C 13.35737 -3.42046 -16.30272
O 12.47400 -2.53982 -17.01552
C 12.98270 -1.20075 -16.91857
H 14.87446 -10.56959 -19.30363
H 15.79102 -9.11851 -19.61500
H 14.06302 -9.06817 -19.97070
H 15.60260 -7.08406 -18.14369
H 14.71276 -7.36918 -16.71446
H 12.41946 -7.16077 -17.77633
H 13.21249 -6.73641 -19.32197
H 12.75712 -4.78760 -18.44746
H 13.76519 -5.57411 -15.87588
H 12.03668 -5.35743 -16.32961
H 14.39333 -3.25465 -16.59835
H 13.21012 -3.30665 -15.22873
H 13.03348 -0.89293 -15.87417
H 12.26052 -0.56509 -17.43092
H 13.95773 -1.18710 -17.40565
C 12.47875 -10.28350 -22.35762
O 13.25232 -9.10689 -22.16819
C 13.46292 -8.39505 -23.38009
C 14.67155 -7.39100 -23.01508
N 15.83888 -8.02003 -22.36037
C 16.58016 -8.78095 -23.36762
C 17.80904 -9.54601 -22.76435
O 17.24727 -10.50655 -21.87558
C 18.12464 -11.52168 -21.46699
H 12.61531 -10.91125 -21.47707
H 12.92832 -10.86367 -23.16347
H 11.41302 -10.08257 -22.46689
H 12.57889 -7.87462 -23.74852
H 13.80001 -9.11601 -24.12487
H 14.30397 -6.59045 -22.37312
H 15.01740 -6.84030 -23.88986
H 15.31014 -8.68204 -21.81058
H 16.85324 -8.07075 -24.14811
H 15.91478 -9.54791 -23.76401
H 18.51057 -8.87959 -22.26251
H 18.34916 -10.00810 -23.59070
H 18.41361 -12.12631 -22.32666
H 17.55669 -12.10918 -20.74562
H 19.08979 -11.15694 -21.11549
C 16.29838 1.47016 -21.55648
O 16.34405 2.85912 -21.06193
C 15.08352 3.46610 -20.83494
C 15.18982 4.87587 -20.16809
N 15.70384 5.88073 -21.13323
C 16.39738 7.05314 -20.62542
C 17.73797 6.82073 -19.86370
O 18.62989 6.23109 -20.78015
C 19.96376 6.36802 -20.33246
H 15.74894 1.40386 -22.49554
H 15.87599 0.81171 -20.79745
H 17.27815 1.14393 -21.90535
H 14.53654 2.75803 -20.21240
H 14.57857 3.53015 -21.79880
H 15.76643 4.81088 -19.24538
H 14.18962 5.12120 -19.81099
H 16.31116 5.29935 -21.69293
H 15.72461 7.65788 -20.01734
H 16.60394 7.69634 -21.48084
H 17.56281 6.14432 -19.02711
H 18.01320 7.80012 -19.47235
H 20.27280 7.38337 -20.08415
H 20.64365 5.87743 -21.02901
H 20.20021 5.85924 -19.39794

Force components x, y, z for each atom (eV/Å):
-0.611 0.504 -0.660
-0.254 -1.557 0.227
0.498 0.816 -0.599
0.755 -0.277 0.069
-0.321 -0.070 -0.051
-0.165 -0.725 0.006
-0.273 0.708 0.034
0.113 -0.174 0.141
0.821 0.150 0.262
0.150 0.195 0.230
0.205 -0.181 -0.165
-0.408 0.172 -0.135
-0.210 -0.490 0.515
-0.516 0.478 0.065
0.184 0.019 -0.458
0.143 0.073 -0.249
-0.075 0.015 0.385
0.488 0.541 -0.465
0.667 0.795 0.010
-1.285 0.284 -0.360
0.928 0.090 2.404
0.499 -0.292 -0.845
0.049 -0.396 -0.032
-0.005 -0.314 0.312
-0.511 -0.511 0.232
-0.172 0.084 -0.425
-0.217 -0.268 -0.099
-0.085 0.239 0.345
0.224 0.048 -0.437
-0.002 0.071 -0.063
0.028 -0.221 0.066
-0.359 -0.305 -0.180
0.097 -0.416 -0.272
-0.195 0.593 -0.086
-0.695 -1.760 -0.008
0.738 -0.409 0.269
-0.321 2.255 -0.574
-0.645 -1.024 -0.070
-1.497 -0.524 0.376
0.768 0.256 0.298
0.017 0.401 -0.925
-0.198 0.439 0.457
0.349 0.984 0.201
-0.536 -0.062 -0.130
0.496 -0.141 -0.147
-0.175 -0.109 0.322
-0.226 -0.078 0.454
0.708 -0.026 -0.089
0.659 -0.008 0.066
-0.074 -0.259 -0.296
0.182 -0.021 0.024
0.456 -0.395 0.703
0.075 1.277 0.016
-0.435 -0.808 0.663
0.743 -0.002 0.574
1.241 1.323 -0.010
-0.742 -0.313 -0.788
0.325 -0.184 -0.123
-0.302 -0.006 -0.258
-0.201 -0.203 0.147
-0.251 -0.449 -0.136
0.611 0.066 0.018
-0.955 0.262 -0.138
-0.085 -0.274 -0.002
-0.447 0.187 -0.143
0.142 -0.113 -0.213
0.063 0.110 0.138
-0.167 -0.128 -0.235
-0.379 0.419 -0.447
-0.301 -0.160 0.821
0.437 -0.824 -1.048
0.640 0.420 -1.008
-2.012 1.035 0.569
0.945 -0.484 1.101
0.504 0.081 -0.261
-0.021 -0.303 -0.419
0.016 0.078 0.187
0.238 0.013 -0.009
-0.130 -0.280 0.652
-0.521 0.103 -0.429
0.210 -0.077 0.080
0.341 0.080 0.199
-0.367 -0.298 -0.270
0.238 -0.455 0.662
0.024 0.714 -0.284
0.632 -0.155 -0.876
-0.922 -1.277 2.272
-0.341 1.164 -0.813
0.310 -0.516 -0.853
-1.220 -0.821 0.667
0.460 0.562 -0.343
-0.224 0.231 -0.129
0.271 0.609 0.407
0.331 -0.225 0.141
0.711 0.040 0.008
0.703 0.711 -0.593
-0.531 0.109 0.040
-0.023 -0.106 0.097
0.300 -0.219 0.042
-0.111 -0.132 -0.221
-0.682 -0.284 0.108
0.550 0.167 -0.013
0.865 0.638 0.045
-0.892 0.472 -0.129
0.639 0.844 -0.135
1.148 0.758 1.574
0.906 -0.850 -0.276
-0.506 -0.253 -0.420
-0.753 -0.379 -0.147
0.237 0.050 -0.293
-0.264 -0.400 0.204
-0.219 -0.131 -0.348
-0.089 -0.035 0.234
0.740 0.216 0.179
0.068 -0.044 -0.125
-0.216 -0.119 -0.040
-0.046 0.032 0.002
-0.762 -0.225 -0.305
-0.717 -0.351 -0.264
0.631 0.363 -1.121
-1.752 -0.216 0.376
1.611 0.559 1.218
-0.076 0.306 0.099
-0.647 0.029 -1.691
-0.728 0.334 1.171
1.216 -0.632 0.782
-0.759 -0.158 -0.272
-0.237 -0.086 -0.715
0.141 -0.232 -0.104
0.127 -0.718 -0.032
0.508 0.184 0.179
-0.116 -0.334 0.431
-0.137 0.347 -0.323
-0.213 0.453 -0.032
0.478 -0.242 -0.710
-0.308 -1.106 0.637
0.059 -0.077 -0.023
-0.099 0.327 -0.257
0.122 0.657 0.468
0.089 -0.034 -0.615
-0.266 0.302 0.307
0.155 0.097 -0.284
0.051 -0.149 0.315
0.434 2.191 -0.120
-0.242 -0.147 1.563
-1.300 -1.470 -0.191
1.378 0.763 -0.060
0.606 0.169 -0.582
0.763 1.768 -1.411
-1.359 -2.371 0.512
0.889 -0.677 0.648
-0.578 -0.685 -0.248
-0.468 0.119 0.543
0.228 -0.077 -0.422
0.001 -0.577 -0.451
-0.276 0.415 -0.800
-0.083 -0.235 0.117
0.084 -0.809 0.023
-0.068 -0.325 -0.056
-0.193 -0.052 -0.317
-0.188 0.295 0.486
-0.328 0.439 0.883
0.070 0.047 0.006
0.263 0.663 0.206
0.254 0.051 0.055
0.195 0.051 -0.121
0.102 0.391 0.086
0.795 -0.167 0.631
-0.736 0.023 -0.300
2.212 0.699 0.997
-0.699 0.247 -0.606
-1.294 -0.035 -0.704
0.667 -0.535 0.975
-1.480 0.525 -0.444
0.141 0.698 -0.250
0.032 -0.068 -0.613
-0.092 0.196 0.230
-0.427 -0.012 -0.445
0.003 0.055 -0.371
-0.096 0.144 0.122
-0.048 0.035 -0.338
-0.254 -0.188 0.346
-0.098 -0.234 -0.368
0.687 -0.533 0.859
0.326 -0.193 -0.129
0.186 -0.218 -0.515
-0.063 0.161 0.291
0.053 -0.370 -0.117
-0.238 -0.454 -0.201
0.479 -0.065 0.092
-0.116 0.294 0.683
-0.295 1.716 -0.144
1.163 -0.987 -0.460
0.245 -0.150 0.186
-0.048 -0.486 -0.404
-0.405 -1.293 0.447
0.464 -0.227 0.202
-2.008 -0.225 -0.806
0.885 0.702 0.538
0.626 -0.685 0.319
-0.662 0.129 0.116
0.021 -0.021 0.005
0.332 0.325 0.769
-0.530 0.292 0.350
-0.371 0.281 -0.111
0.486 -0.204 0.043
-0.266 0.198 -0.276
0.523 0.542 -0.439
-0.141 -0.211 0.319
0.219 -0.066 -0.131
0.134 -0.075 0.284
0.655 0.082 -0.075
-0.191 0.435 -0.676
-0.195 0.424 -0.401
-0.638 -0.498 0.413

## Properties
Gap between HOMO and LUMO (eV): 8.69
Energy above the lowest of the compared OMol25 structures with the same formula, charge and spin (eV): 2.280
LUMO level (eV): 0.57
SMILES: COC[C@H](C)N.COC[C@H](C)N.COC[C@H](C)N.COC[C@H](C)N.COC[C@H](C)N.COC[C@H](C)N.COC[C@H](C)N.COCCNCCOC.COCCNCCOC.COCCNCCOC.COCCNCCOC
HOMO (hartree): -0.2985
Maximum force (Eh/bohr): 0.0541
2S+1: 1

---

Q: Which of these has the lowest energy above the lowest of the compared OMol25 structures with the same formula, charge and spin?
A: C52H137N11O15